[1]
Computed, not measured: a 9-piece molecular cluster, C35H42Cl6F4O6 overall in a non-equilibrium geometry, with ωB97M-V with the def2-TZVPD basis set.

Computed properties:
Structure (SMILES) = CCOC(=O)OC.CCOC(=O)OC.Fc1ccccc1.Fc1ccccc1.Fc1ccccc1.Fc1ccccc1.ClCCl.ClCCl.ClCCl
Highest occupied orbital energy = -9.1306 eV
LUMO level = 0.45 eV
Charge = 0
HOMO-LUMO gap = 9.58 eV
Energy = -135265.1952 eV
Energy relative to the best compared isomer or geometry (same formula, charge and spin) = 0.0 kcal per mole

Element x y z (Å)
C -1.182722 0.771745 1.246131
Cl -2.955757 0.615892 1.050828
Cl -0.653633 0.771707 2.936305
H -0.710456 -0.091890 0.794774
H -0.882423 1.717416 0.816743
C -1.283611 -0.922831 6.051031
Cl -2.173860 -1.684745 4.744538
Cl -0.063509 -2.039271 6.680819
H -0.738138 -0.135847 5.540651
H -1.930174 -0.594234 6.853617
C -1.208876 4.968284 0.260827
Cl -2.236580 4.137117 1.439945
Cl -1.477455 6.711415 0.315669
H -0.153616 4.737211 0.360051
H -1.500187 4.680108 -0.746100
C 2.733988 0.305165 4.030828
C 3.993434 -0.522548 4.125302
O 5.151985 0.130391 3.582485
C 6.173221 0.388653 4.396889
O 6.161895 0.375447 5.598413
O 7.213179 0.730339 3.617145
C 8.280149 1.464663 4.191638
H 2.557146 0.924279 4.916436
H 1.874020 -0.351846 3.919451
H 2.771210 1.048901 3.233210
H 3.866445 -1.349831 3.426449
H 4.162828 -0.938135 5.116197
H 7.896817 2.346910 4.700773
H 8.977091 1.703832 3.392976
H 8.847326 0.834111 4.881244
C 1.345778 3.994411 -4.786249
C 0.634229 3.363076 -3.602887
O 1.605381 3.302339 -2.559760
C 1.273729 2.732141 -1.398176
O 0.156983 2.362434 -1.145552
O 2.377067 2.698953 -0.664084
C 2.380396 2.027771 0.570510
H 0.796049 3.743704 -5.700619
H 2.371880 3.665975 -4.918841
H 1.252638 5.080269 -4.773482
H 0.064365 2.472848 -3.856468
H -0.152891 4.039413 -3.248053
H 1.541877 2.319940 1.215923
H 3.267250 2.394270 1.089659
H 2.383332 0.936772 0.541046
F -0.407567 -1.915556 -1.097412
C -0.121840 -2.916773 -1.954912
C 0.967933 -3.749202 -1.740405
C 1.256899 -4.754528 -2.666554
C 0.542348 -4.826117 -3.852649
C -0.495331 -3.944550 -4.091254
C -0.872480 -3.024839 -3.106864
H 1.601719 -3.557012 -0.883870
H 2.117127 -5.366357 -2.434137
H 0.672229 -5.633241 -4.562800
H -1.061636 -3.994562 -5.010537
H -1.644818 -2.302670 -3.336076
F -5.517202 4.974614 -3.614439
C -4.504562 4.118793 -3.399145
C -3.891398 3.617410 -4.522903
C -2.861252 2.683804 -4.365318
C -2.369565 2.360835 -3.101703
C -3.044871 2.847773 -1.988007
C -4.114423 3.734471 -2.129035
H -4.291178 3.872071 -5.494510
H -2.309610 2.297272 -5.213501
H -1.654882 1.561285 -2.972226
H -2.720847 2.697231 -0.966475
H -4.516930 4.218652 -1.248504
F 2.177097 -2.182590 1.458963
C 1.636421 -3.240666 2.107668
C 2.456560 -4.032248 2.893384
C 1.917749 -4.953536 3.748076
C 0.509280 -5.114836 3.783361
C -0.271912 -4.381409 2.918914
C 0.261137 -3.388243 2.100748
H 3.526168 -3.865444 2.828056
H 2.506595 -5.608377 4.373813
H 0.124018 -5.869702 4.453403
H -1.352504 -4.353922 3.005067
H -0.350138 -2.703666 1.530053
F -4.268265 -4.222941 -2.004584
C -4.482224 -2.912150 -2.213275
C -3.724863 -1.958395 -1.562101
C -3.917464 -0.634770 -1.876400
C -4.928064 -0.228872 -2.728915
C -5.705658 -1.181823 -3.373849
C -5.452011 -2.541475 -3.142276
H -2.964742 -2.245493 -0.846560
H -3.418119 0.203475 -1.417728
H -5.220582 0.794936 -2.929929
H -6.583268 -0.938801 -3.957314
H -6.040828 -3.304556 -3.633582

Forces on atoms 1 to 3 (eV/Å):
-0.30 -0.13 0.13
0.54 -0.01 0.43
-0.05 0.21 0.08


[2]
Computed, not measured: one molecule with the formula C6H4Cl2FNO2S in a non-equilibrium geometry, with ωB97M-V with the def2-TZVPD basis set.

Computed properties:
Structure (SMILES) = N=[S@](=O)(F)Oc1ccc(Cl)c(Cl)c1
Highest occupied orbital energy = -9.2060 eV
LUMO level = 0.42 eV
Charge = 0
HOMO-LUMO gap = 9.62 eV
Energy = -50467.1970 eV
Energy relative to the best compared isomer or geometry (same formula, charge and spin) = 0.0 kcal per mole

Element x y z (Å)
C 0.143825 0.957634 -0.002339
C 1.372987 1.516997 -0.025808
C 1.078620 -1.283593 -0.265738
C -0.016270 -0.411754 -0.150380
C 2.490687 0.651755 0.021673
C 2.357346 -0.759735 -0.168254
N -3.663415 -1.262274 0.500172
O -2.253114 0.566863 1.431090
O -1.287018 -0.879023 -0.332983
F -2.927166 0.903304 -0.877900
S -2.595623 -0.228182 0.315221
Cl 4.041814 1.321617 0.156418
Cl 3.743400 -1.772525 -0.077456
H -0.635573 1.684162 0.013777
H 1.397268 2.537040 0.037958
H 1.084108 -2.294513 -0.398833
H -4.331884 -1.247776 -0.176620

Forces on atoms 1 to 3 (eV/Å):
-0.20 -0.32 -0.72
1.70 -3.39 0.69
-0.15 2.67 0.45


[3]
Computed, not measured: a 3-piece molecular cluster, C3H9NO2S2 overall in a non-equilibrium geometry, with ωB97M-V with the def2-TZVPD basis set.

Computed properties:
Highest occupied orbital energy (spin up / spin down) = -4.3999 / -3.9264 eV
LUMO level (spin up / spin down) = 2.97 / 0.60 eV
Spin multiplicity = 2
Charge = -1
HOMO-LUMO gap (spin up / spin down) = 7.37 / 4.53 eV
Energy = -30511.8518 eV
Energy relative to the best compared isomer or geometry (same formula, charge and spin) = 37.0 kcal per mole

Element x y z (Å)
S 3.685243 -1.090588 0.694817
S -3.102259 -0.071279 -0.823283
C -1.301348 -0.400721 -0.995025
C -0.584547 0.520494 -0.000869
N 0.816841 0.583922 -0.182161
C 1.517672 1.667704 -0.472371
O 2.758494 1.699056 -0.716488
H 4.906759 -1.424332 0.239178
H -0.975456 -0.252734 -2.037035
H -1.205610 -1.458769 -0.748216
H -1.077183 1.503649 0.091524
H -0.760749 -0.003262 0.948647
H 3.350883 -0.139917 -0.239440
H 0.898740 2.613881 -0.772221
H -2.947793 -0.891118 0.904877
H -3.379041 -1.555052 2.310047
O -2.600641 -1.300930 1.798020

Forces on atoms 1 to 3 (eV/Å):
-0.11 -0.13 -0.05
0.76 0.37 -0.95
-1.18 -0.22 -1.16


[4]
Computed, not measured: C9H24AgO9 as an isolated structure in a non-equilibrium geometry, with ωB97M-V with the def2-TZVPD basis set.

Computed properties:
Highest occupied orbital energy (spin up / spin down) = 5.7783 / 5.7991 eV
LUMO level (spin up / spin down) = 8.15 / 8.18 eV
Spin multiplicity = 2
Charge = -4
HOMO-LUMO gap (spin up / spin down) = 2.37 / 2.38 eV
Energy = -32125.6774 eV

Element x y z (Å)
Ag -9.009296 -17.392097 -19.963398
O -6.880344 -18.120842 -19.531470
C -5.923217 -17.491763 -20.310697
C -4.632350 -16.882837 -19.602177
O -3.843786 -17.691747 -18.854008
H -6.440569 -16.685459 -20.860300
H -5.558523 -18.199158 -21.083507
H -4.987208 -15.995396 -19.029959
H -4.106005 -16.365015 -20.440901
O -11.504774 -18.619991 -15.327642
C -10.728916 -17.484777 -15.319234
C -10.317943 -16.847104 -16.684351
O -9.672058 -17.624534 -17.645343
H -9.802675 -17.668054 -14.730813
H -11.255948 -16.717778 -14.700855
H -9.695744 -15.938341 -16.503602
H -11.230345 -16.427167 -17.167264
O -9.990112 -19.782402 -19.985792
C -10.448110 -20.372367 -21.153505
C -11.046286 -21.806879 -21.234627
O -12.260983 -22.175207 -20.700887
H -9.568940 -20.355758 -21.825333
H -11.133039 -19.670395 -21.658423
H -10.267396 -22.470646 -20.788941
H -11.027270 -22.181201 -22.285159
C -7.843892 -14.694594 -18.565032
O -8.496615 -15.032375 -19.795158
H -7.373602 -13.707878 -18.652241
H -8.515017 -14.661780 -17.701960
H -7.090897 -15.456550 -18.371256
H -8.823575 -14.185761 -20.119052
C -8.555976 -16.054281 -23.025979
O -8.600488 -17.332301 -22.337096
H -7.913685 -15.339488 -22.507482
H -8.124302 -16.184882 -24.020526
H -9.586179 -15.699748 -23.036302
H -8.133526 -17.953909 -22.896710
C -11.892690 -16.858335 -21.663470
O -11.148237 -16.619779 -20.463560
H -11.322039 -17.558145 -22.267050
H -12.896998 -17.219770 -21.431405
H -12.031067 -15.938561 -22.243814
H -11.791951 -16.226318 -19.866258

Forces on atoms 1 to 3 (eV/Å):
0.80 -1.42 1.98
0.74 0.69 -0.55
-0.85 -0.81 1.17